No. 1
Below is 15 unconnected molecules or ions with the total composition C44H129N11O15 in a non-equilibrium geometry, with properties calculated with wB97M-V/def2-TZVPD.

Each line ends with the Mulliken charge.
Geometry (Å):
1 O 1.1723 -2.5787 -1.6659  0.03
2 H 0.7968 -1.9976 -1.0045  -0.13
3 H 0.4601 -3.1769 -1.8921  0.11
4 O -0.3102 -0.6871 0.2581  0.60
5 H -0.3839 0.2610 0.3678  -0.21
6 H -0.4505 -1.0418 1.1361  -0.12
7 O -1.4725 2.0152 0.3044  -0.52
8 H -1.3634 2.7693 0.8838  0.30
9 H -2.0869 2.3143 -0.3658  0.12
10 O -1.3277 -1.5324 3.0546  -0.55
11 H -2.0154 -1.4494 3.7151  0.41
12 H -1.3661 -2.4492 2.7820  0.05
13 C -1.5143 -1.8586 -4.0942  -1.46
14 C -1.8384 -3.2975 -3.9960  1.99
15 C -2.3679 -3.8967 -5.3087  -1.14
16 O -2.8228 -5.2017 -5.0456  -0.34
17 C -2.7962 -6.0485 -6.1569  -0.82
18 N -0.7261 -4.1227 -3.3427  -0.50
19 H -1.3581 -1.5204 -3.0698  0.25
20 H -2.3220 -1.2810 -4.5439  0.53
21 H -0.5732 -1.6536 -4.6045  0.33
22 H -2.5537 -3.3536 -3.1755  -1.13
23 H -1.6137 -3.9614 -6.0930  0.73
24 H -3.1782 -3.3249 -5.7609  0.38
25 H -3.0255 -5.4361 -7.0289  0.36
26 H -3.4127 -6.9254 -5.9592  0.23
27 H -1.8045 -6.5008 -6.1591  0.29
28 H -0.9253 -5.0787 -3.6008  0.25
29 H 0.0838 -3.8829 -3.8965  0.03
30 C 0.2023 3.3231 -2.8053  -0.82
31 C 0.9373 2.0152 -3.3739  0.04
32 C 1.4862 1.1096 -2.2369  1.07
33 O 2.5080 1.8082 -1.6038  -0.25
34 C 3.4320 1.1663 -0.8747  -0.53
35 N 0.0640 1.2442 -4.2435  -0.66
36 H -0.4867 3.0205 -2.0166  -0.22
37 H -0.3495 3.9692 -3.4880  0.56
38 H 0.9671 4.0321 -2.4884  0.24
39 H 1.7228 2.4347 -4.0024  0.43
40 H 1.9804 0.2576 -2.7038  -0.38
41 H 0.7126 0.7953 -1.5364  -0.24
42 H 4.0556 0.5101 -1.4819  0.18
43 H 3.0112 0.5455 -0.0838  0.44
44 H 4.0680 1.9364 -0.4381  -0.06
45 H -0.6993 1.0180 -3.6219  -0.02
46 H 0.3615 0.2925 -4.4041  0.28
47 C 1.2211 2.2637 2.7813  -1.12
48 C 0.1935 3.1830 3.5815  0.19
49 C 0.7152 4.5395 4.1574  -0.07
50 O 1.8936 4.2673 4.9013  -0.36
51 C 2.2113 5.2857 5.8035  -0.74
52 N -1.0842 3.2497 2.9036  -0.53
53 H 0.7619 1.3561 2.3895  0.03
54 H 2.0951 1.9546 3.3546  0.52
55 H 1.5841 2.7932 1.9004  -0.03
56 H -0.2461 2.7062 4.4575  0.51
57 H -0.0099 4.9824 4.8401  0.43
58 H 1.1102 5.1314 3.3317  -0.36
59 H 1.7014 5.2242 6.7649  0.33
60 H 1.9622 6.2679 5.4017  0.19
61 H 3.2719 5.3777 6.0373  0.29
62 H -1.4275 2.3061 2.7941  0.22
63 H -1.7391 3.5527 3.6102  0.27
64 C -0.4397 -7.0321 2.4010  -1.78
65 C 0.1928 -5.9799 1.5854  0.48
66 C -0.3900 -4.5073 1.8791  -0.48
67 O -1.8015 -4.4226 2.0224  -0.16
68 C -2.5095 -4.6116 0.7698  -0.69
69 N 1.6259 -6.0963 1.6878  -0.64
70 H -0.1942 -6.8528 3.4478  0.34
71 H -0.0239 -8.0065 2.1447  0.53
72 H -1.4767 -7.0079 2.0659  0.28
73 H -0.0995 -6.3573 0.6054  0.23
74 H 0.1196 -3.8005 1.2242  0.22
75 H 0.0483 -4.1344 2.8048  0.59
76 H -1.8524 -5.0901 0.0436  0.29
77 H -2.6669 -3.5997 0.3964  0.00
78 H -3.4540 -5.1486 0.8573  0.37
79 H 1.9742 -5.5747 0.8961  0.18
80 H 1.8932 -7.0453 1.4685  0.30
81 C 6.6094 -3.9187 4.3115  -1.49
82 C 5.7088 -3.9484 3.0237  0.28
83 C 4.2460 -3.4324 3.2119  -0.34
84 O 4.2850 -1.9527 3.1019  -0.43
85 C 3.0406 -1.3881 2.7503  -0.47
86 N 6.4224 -3.2211 2.0668  -0.72
87 H 6.6665 -2.9465 4.8011  0.26
88 H 7.6428 -4.0867 4.0083  0.42
89 H 6.0902 -4.6663 4.9112  0.39
90 H 5.7653 -5.0092 2.7797  0.41
91 H 3.7951 -3.7493 4.1523  0.39
92 H 3.5653 -3.7666 2.4288  0.17
93 H 3.2676 -0.4672 2.2131  0.16
94 H 2.4495 -1.1954 3.6455  0.28
95 H 2.4801 -1.9548 2.0068  0.19
96 H 6.4638 -2.2567 2.3640  0.33
97 H 5.7233 -3.1845 1.3387  0.14
98 C 5.8371 7.7865 0.2965  -1.25
99 C 6.1090 6.2685 0.5298  0.52
100 C 4.9933 5.2870 0.0411  -0.91
101 O 3.8308 5.5806 0.7883  -0.10
102 C 2.6439 5.0205 0.3206  0.25
103 N 7.4273 6.0054 -0.0606  -0.75
104 H 6.7148 8.3180 0.6643  0.42
105 H 5.0251 8.2280 0.8742  0.17
106 H 5.5530 8.0282 -0.7277  0.31
107 H 6.2352 6.0641 1.5930  0.22
108 H 5.2975 4.2626 0.2560  0.14
109 H 4.6807 5.2636 -1.0029  0.51
110 H 2.3017 5.6169 -0.5252  0.38
111 H 1.8382 5.1374 1.0453  -0.30
112 H 2.7339 3.9903 -0.0239  -0.18
113 H 8.0026 6.7750 0.2504  0.26
114 H 7.8683 5.2581 0.4563  0.28
115 C 3.6046 -3.9817 -3.9702  -1.61
116 C 3.5651 -2.4882 -4.2826  1.44
117 C 4.2383 -1.4625 -3.3019  -0.17
118 O 5.6993 -1.6468 -3.1578  -0.45
119 C 6.0567 -2.2615 -2.0037  -0.61
120 N 3.8380 -2.2947 -5.7602  -0.77
121 H 3.1660 -4.1580 -2.9880  0.17
122 H 4.6123 -4.3888 -4.0528  0.43
123 H 2.9959 -4.4691 -4.7319  0.50
124 H 2.4929 -2.3030 -4.3458  -0.64
125 H 3.7728 -1.4764 -2.3164  0.08
126 H 3.8928 -0.4878 -3.6466  0.36
127 H 7.1316 -2.1589 -2.1529  0.37
128 H 5.6199 -3.2502 -1.8633  0.25
129 H 5.7564 -1.6548 -1.1494  0.18
130 H 3.7183 -1.3256 -6.0181  0.24
131 H 4.7875 -2.5343 -6.0075  0.24
132 C -4.8038 -2.9067 -1.1458  -0.82
133 C -6.1512 -3.0010 -1.9452  0.51
134 C -5.9189 -2.9358 -3.4720  -0.55
135 O -7.1482 -3.2407 -4.1560  -0.44
136 C -7.0994 -4.1805 -5.2351  -0.71
137 N -6.6844 -4.2720 -1.6607  -0.63
138 H -4.9183 -3.0819 -0.0761  0.41
139 H -4.4386 -1.8848 -1.2477  0.23
140 H -3.9338 -3.4457 -1.5208  -0.10
141 H -6.8075 -2.1596 -1.7226  0.23
142 H -5.1845 -3.6941 -3.7437  0.36
143 H -5.6464 -1.9113 -3.7253  0.19
144 H -6.7130 -3.7087 -6.1386  0.32
145 H -8.1563 -4.2425 -5.4944  0.30
146 H -6.8098 -5.1907 -4.9456  0.28
147 H -7.2543 -4.6469 -2.4056  0.20
148 H -7.2509 -4.2353 -0.8254  0.24
149 C -4.4062 1.3371 -2.4096  -1.52
150 C -3.7268 2.6540 -2.9442  0.31
151 C -4.8578 3.5534 -3.5143  -0.77
152 O -5.3703 2.8790 -4.6747  -0.41
153 C -4.5341 3.0230 -5.9530  -0.74
154 N -3.1315 3.1551 -1.7270  -0.40
155 H -5.1866 1.5857 -1.6903  0.37
156 H -3.6884 0.6842 -1.9130  0.26
157 H -4.7386 0.7494 -3.2653  0.43
158 H -2.8885 2.4145 -3.5984  0.29
159 H -4.5011 4.5531 -3.7620  0.45
160 H -5.7284 3.7933 -2.9038  0.34
161 H -4.4286 2.0539 -6.4409  0.27
162 H -3.6093 3.5900 -5.8466  0.32
163 H -5.0891 3.6599 -6.6418  0.28
164 H -3.8354 3.4545 -1.0675  0.27
165 H -2.6153 3.9792 -2.0001  0.23
166 C 1.5909 9.1309 2.9775  -1.59
167 C 1.2191 8.1771 1.8655  2.43
168 C -0.2220 8.2143 1.2471  -0.91
169 O -0.4211 7.1842 0.2764  -0.41
170 C -0.8416 5.9343 0.7755  -0.48
171 N 2.1615 8.3882 0.8352  -0.77
172 H 2.6512 9.3653 3.0722  0.34
173 H 1.0872 8.9162 3.9200  0.33
174 H 1.3459 10.1757 2.7866  0.41
175 H 1.4129 7.1417 2.1460  -1.01
176 H -0.4651 9.1713 0.7855  0.37
177 H -1.0060 8.1250 1.9990  0.38
178 H -0.4335 5.5537 1.7118  0.17
179 H -0.4880 5.1843 0.0679  0.06
180 H -1.8969 5.8327 1.0285  0.49
181 H 2.9134 7.8067 1.1767  -0.01
182 H 1.7250 7.7989 0.1407  0.40
183 C -2.1313 -3.4062 6.0595  -1.68
184 C -3.3156 -3.1888 5.1727  0.98
185 C -4.6137 -3.5568 5.8944  -1.10
186 O -4.8026 -2.6965 7.0156  -0.32
187 C -5.6384 -3.3676 8.0088  -0.84
188 N -3.3288 -1.7319 4.9314  -0.56
189 H -2.2377 -2.7453 6.9197  0.57
190 H -1.1393 -3.1445 5.6911  0.28
191 H -2.1129 -4.4018 6.5027  0.38
192 H -3.2504 -3.7293 4.2284  -0.22
193 H -4.7941 -4.5988 6.1588  0.57
194 H -5.4585 -3.5875 5.2064  0.47
195 H -5.6068 -2.8274 8.9550  0.29
196 H -5.2119 -4.3235 8.3129  0.35
197 H -6.6178 -3.5829 7.5816  0.31
198 H -4.2807 -1.4046 4.8484  0.21
199 H -2.8379 -1.3470 5.7257  0.25

## Properties
maximum force = 0.096 Eh/bohr
LUMO level = 0.016 hartree
HOMO-LUMO gap = 0.3449 Eh
relative energy (zero: lowest compared OMol25 entry of this formula, charge and spin) = 89.28 kcal/mol

No. 2
Below is a molecular structure, C44H24Cl4N4Pd in a non-equilibrium geometry, with properties calculated with wB97M-V/def2-TZVPD.

Each line ends with the Mulliken charge.
Geometry (Å):
1 Pd -0.0972 -0.3366 -0.0232  1.32
2 Cl 6.5986 -4.3634 -4.9189  -0.22
3 C 5.2365 -3.5108 -4.2657  0.39
4 C 4.0095 -3.5846 -4.9022  -1.01
5 C 2.9146 -2.9354 -4.3562  -0.26
6 C 3.0225 -2.2000 -3.1756  -0.21
7 C 4.2827 -2.1082 -2.5806  0.08
8 C 5.3841 -2.7581 -3.1134  -0.97
9 C 1.8756 -1.5498 -2.4893  0.74
10 C 0.6723 -2.2313 -2.2656  0.33
11 C 0.1066 -3.3442 -2.9831  -0.83
12 C -1.1826 -3.4804 -2.5734  -1.01
13 C -1.4006 -2.5031 -1.5517  -0.17
14 C -2.6007 -2.3289 -0.8205  0.09
15 C -3.8428 -2.0162 -1.5865  0.18
16 C -5.0608 -2.6731 -1.4408  0.08
17 C -6.1988 -2.2143 -2.0871  -0.90
18 C -6.1215 -1.0803 -2.8757  0.40
19 Cl -7.5529 -0.4726 -3.6500  -0.22
20 C -4.9185 -0.4132 -3.0446  -0.91
21 C -3.7819 -0.8934 -2.4131  -0.09
22 C -2.5413 -1.9485 0.5386  0.54
23 N -1.5565 -1.1627 1.0461  -0.16
24 C -1.8487 -0.9140 2.3552  -0.19
25 C -1.2526 0.0865 3.1181  0.74
26 C -1.5058 0.0855 4.5913  -0.62
27 C -0.7555 -0.7795 5.3864  0.10
28 C -0.9371 -0.8223 6.7603  -0.95
29 C -1.8896 0.0004 7.3402  0.46
30 Cl -2.1351 -0.0556 9.0589  -0.22
31 C -2.6525 0.8586 6.5693  -0.88
32 C -2.4546 0.9006 5.1963  0.13
33 C -0.4362 1.0937 2.5879  0.26
34 C -0.0562 2.3120 3.2530  -1.12
35 C 0.6528 3.0495 2.3617  -1.07
36 C 0.7475 2.2743 1.1503  -0.03
37 N 0.0586 1.1127 1.3204  -0.29
38 C 1.5458 2.5921 0.0408  1.06
39 C 1.8490 1.7025 -0.9947  0.25
40 C 2.8205 1.9060 -2.0392  -1.16
41 C 2.9876 0.7139 -2.6636  -0.90
42 C 2.0742 -0.2217 -2.0536  -0.20
43 N 1.3814 0.4233 -1.0836  -0.28
44 C 2.2320 3.9163 0.0558  -0.13
45 C 3.6150 4.0026 0.1983  -0.07
46 C 4.2532 5.2335 0.2271  -0.93
47 C 3.5017 6.3895 0.0962  0.37
48 Cl 4.2975 7.9333 0.0977  -0.22
49 C 2.1257 6.3303 -0.0437  -0.87
50 C 1.4970 5.0939 -0.0523  -0.05
51 C -3.0376 -1.6492 2.7081  -0.56
52 C -3.4904 -2.2456 1.5762  -1.30
53 N -0.2704 -1.7755 -1.3806  -0.08
54 H 3.9130 -4.1502 -5.8194  0.41
55 H 1.9765 -2.9681 -4.8906  0.60
56 H 4.3982 -1.5347 -1.6701  0.51
57 H 6.3498 -2.6905 -2.6308  0.41
58 H 0.5917 -3.9329 -3.7408  0.53
59 H -1.9068 -4.2021 -2.9185  0.58
60 H -5.1248 -3.5612 -0.8243  0.49
61 H -7.1447 -2.7262 -1.9718  0.41
62 H -4.8778 0.4829 -3.6492  0.41
63 H -2.8454 -0.3596 -2.5140  0.47
64 H -0.0221 -1.4231 4.9159  0.51
65 H -0.3512 -1.4926 7.3743  0.42
66 H -3.4011 1.4826 7.0385  0.42
67 H -3.0547 1.5664 4.5879  0.48
68 H -0.3271 2.5796 4.2622  0.51
69 H 1.0974 4.0193 2.5182  0.49
70 H 3.3010 2.8420 -2.2722  0.59
71 H 3.6268 0.4857 -3.5019  0.58
72 H 4.1948 3.0940 0.3060  0.50
73 H 5.3260 5.2974 0.3510  0.41
74 H 1.5527 7.2417 -0.1484  0.41
75 H 0.4198 5.0396 -0.1540  0.48
76 H -3.4894 -1.6650 3.6876  0.58
77 H -4.3665 -2.8637 1.4588  0.36

## Properties
maximum force = 0.020 Eh/bohr
LUMO level (alpha / beta) = -0.056 / -0.055 hartree
HOMO-LUMO gap (alpha / beta) = 0.2028 / 0.2022 Eh

no.,E (eV)
1,-94812.533
2,-105549.107